# C4H9N

One molecule with the formula C4H9N at a distorted geometry (wB97M-V/def2-TZVPD, OMol25).

Summary:
SMILES string = C/C=C/NC
Energy above the lowest of the compared OMol25 structures with the same formula, charge and spin = 23.6 kcal/mol
Spin multiplicity = 1
E = -5782.789 eV
Gap between HOMO and LUMO = 8.854 eV
LUMO energy = 1.21 eV

Cartesian coordinates (Å):
C1 -1.8761 1.5513 -0.6749
C2 -0.8570 0.8902 0.1588
C3 0.0819 0.0080 -0.2638
N1 1.1800 -0.4144 0.4357
C4 1.5404 -1.8774 0.3352
H1 -2.4564 2.2622 -0.0882
H2 -1.3648 2.1401 -1.4636
H3 -2.6690 0.8890 -1.0563
H4 -0.6893 1.2583 1.1785
H5 -0.1711 -0.4180 -1.2347
H6 1.0700 -0.1306 1.4079
H7 0.9195 -2.3945 -0.3998
H8 2.6269 -1.9140 0.1784
H9 1.3183 -2.3011 1.3063

---

# C4H9I2N2

C4H9I2N2 as an isolated structure at a distorted geometry (wB97M-V/def2-TZVPD, OMol25).

Summary:
Energy above the lowest of the compared OMol25 structures with the same formula, charge and spin = 43.6 kcal/mol
Spin multiplicity = 1
Total charge = +1
E = -23466.164 eV
Gap between HOMO and LUMO = 8.018 eV
LUMO energy = -4.24 eV

Cartesian coordinates (Å):
C1 -2.1276 -1.7106 1.2580
C2 0.0693 -0.6028 1.1284
C3 -3.0642 -0.8475 1.5048
C4 2.0903 1.9569 -1.6035
N1 -0.7896 -1.5169 0.8436
N2 2.3081 0.8045 -2.2465
I1 -0.0143 1.8183 -0.3455
I2 3.3816 2.8153 -0.1162
H1 1.6814 2.7334 -2.2791
H2 -2.3018 -2.7876 1.2527
H3 1.0806 -0.4144 0.8318
H4 -0.2919 0.1049 1.7887
H5 -2.8099 0.1276 1.5122
H6 -4.0487 -1.1826 1.6614
H7 -0.5228 -2.3290 0.1555
H8 3.1572 0.2980 -2.0691
H9 2.2022 0.7326 -3.2773